Entry 1:
2 unconnected molecules or ions with the total composition C2H8N2O, computed with the ωB97M-V functional and the def2-TZVPD basis.

Geometry (Å):
N  -0.4825  -1.1667  -1.5424
H  -0.1219  -1.8083  1.5445
C  0.4591  0.8116  -0.3778
H  1.0325  2.4394  0.7072
H  1.0290  -0.8642  1.5019
C  -0.5706  -0.0395  -0.6351
O  0.1112  -1.1048  2.0425
H  1.3508  1.0264  -0.9092
H  -0.5065  1.8080  1.1521
H  -1.2703  -0.1431  0.0475
N  0.3828  1.6233  0.7790
H  -0.0196  -0.9660  -2.4577
H  -1.3938  -1.6161  -1.8527

As for the LUMO energy: 1.02 eV. For the frontier orbital gap, the calculation gives 8.207 eV. As for the SMILES: N/C=C/N.O. The relative energy (zero: lowest compared OMol25 entry of this formula, charge and spin) comes out at 64.53 kcal/mol. The calculation puts the molar mass at 76.1 g/mol.

natural (NBO) charges in e: -0.85 0.45 -0.09 0.37 0.47 -0.10 -0.92 0.19 0.38 0.18 -0.82 0.37 0.37

Entry 2:
A molecular structure, C3H6N2O3, computed with the ωB97M-V functional and the def2-TZVPD basis.

Geometry (Å):
H  -1.9711  2.3010  -0.7069
N  -0.2626  0.9150  -1.1526
H  -0.0348  0.3570  2.4341
O  0.1224  -1.1107  1.1010
O  -1.1640  0.9270  0.9214
C  0.0755  0.2845  1.4584
N  1.4770  -1.1957  0.5808
C  -1.1957  1.2893  -0.2848
C  1.4976  -2.4337  0.0719
H  0.5573  -3.2731  -0.1659
H  1.0685  0.5529  1.0068
H  0.3896  1.4841  -2.8335
O  -0.6458  1.2085  -2.3766
H  2.7239  -2.4957  -0.3724

As for the LUMO energy: 0.81 eV. For the frontier orbital gap, the calculation gives 9.176 eV. The relative energy (zero: lowest compared OMol25 entry of this formula, charge and spin) comes out at 228.95 kcal/mol. The calculation puts the molar mass at 118.1 g/mol.

natural (NBO) charges in e: 0.16 -0.28 0.16 -0.42 -0.51 0.21 -0.16 0.37 -0.14 0.25 0.22 0.46 -0.53 0.21

Entry 3:
2 unconnected molecules or ions with the total composition C6H14O, computed with the ωB97M-V functional and the def2-TZVPD basis.

Geometry (Å):
C  -0.4135  -0.5994  0.0282
C  -1.7028  -0.9135  0.0873
H  0.3211  -0.7420  -1.9601
H  1.5195  1.1637  -0.9181
H  -2.3254  -0.2770  0.7059
C  0.4901  -1.2661  -1.0197
H  1.5453  -1.3172  -0.7615
H  1.2106  -2.2637  1.7526
H  0.9785  0.1589  1.4550
H  -0.1722  -2.4681  2.3337
C  0.8387  1.5893  -0.1869
O  0.5416  -2.9360  1.8750
C  -0.2398  2.3542  -0.9426
H  -0.4884  0.9708  1.4605
H  -0.7857  3.0932  -0.3429
H  -1.1351  1.8273  -1.3096
H  -2.0825  -1.8268  -0.3455
H  1.4186  2.3285  0.3717
H  0.1006  2.8620  -1.8472
C  0.2347  0.5514  0.7484
H  0.1461  -2.2893  -1.1842

As for the LUMO energy: 0.81 eV. For the frontier orbital gap, the calculation gives 10.146 eV. As for the SMILES: C=C(C)CCC.O. The relative energy (zero: lowest compared OMol25 entry of this formula, charge and spin) comes out at 26.59 kcal/mol. The calculation puts the molar mass at 102.2 g/mol.

natural (NBO) charges in e: 0.06 -0.44 0.22 0.21 0.19 -0.67 0.21 0.46 0.20 0.47 -0.40 -0.93 -0.63 0.21 0.21 0.22 0.21 0.21 0.21 -0.45 0.23

Entry 4:
A molecular structure, C3H4N3, computed with the ωB97M-V functional and the def2-TZVPD basis.

Geometry (Å):
N  3.1999  0.4794  0.2769
N  1.7348  -1.3212  -0.2007
C  -0.1853  -0.0799  0.4188
H  -0.9245  -0.6154  -0.0448
C  2.7194  -0.8192  0.2554
N  2.2921  1.0972  -0.1669
H  -0.0522  -0.3881  1.4342
H  0.6647  0.0324  -1.5770
H  -0.4609  0.9110  0.5077
C  0.9592  -0.2028  -0.5671

As for the LUMO energy (spin up / spin down): -8.74 / -7.73 eV. For the frontier orbital gap (spin up / spin down), the calculation gives 7.246 / 8.599 eV. The relative energy (zero: lowest compared OMol25 entry of this formula, charge and spin) comes out at 109.31 kcal/mol. Its net charge is +1. The calculation puts the molar mass at 82.1 g/mol.

natural (NBO) charges in e: -0.11 -0.32 -0.64 0.27 0.67 0.15 0.26 0.29 0.26 0.17

Entry 5:
A molecular structure, C77H88N7OP4Sr, computed with the ωB97M-V functional and the def2-TZVPD basis.

Geometry (Å):
C  3.1774  0.7863  4.6485
C  -2.8706  -0.2412  -6.1798
O  -2.6530  -1.2893  0.9295
H  1.6294  -2.5630  2.2355
C  -4.5159  -1.6283  2.9919
H  2.8919  -5.4301  -0.8208
C  -4.6013  -0.9146  -3.6887
H  2.6952  1.8862  2.8957
C  -2.9830  4.9738  -1.3063
C  -3.8095  0.5034  -1.9041
H  -4.4285  -1.6949  -4.4135
H  -2.2735  -2.8289  4.9320
C  -1.3842  -3.1210  3.0168
H  -3.3490  -5.0523  4.9828
H  -1.7828  -3.4397  -5.9631
C  6.0034  2.1585  -1.1183
H  -4.3088  5.5983  0.3094
H  3.0997  -3.9099  -1.7097
C  3.3655  -2.2599  1.0089
C  1.4751  -8.3392  0.7706
C  7.1969  2.7924  -1.4015
H  1.9328  -9.3790  2.5845
H  -3.7909  -1.2757  3.7204
H  4.3275  -1.7529  1.0329
H  -4.4710  1.1274  2.4629
C  -3.5633  -0.4702  -2.8694
C  -5.3097  -1.7315  0.2556
C  2.2631  -0.4044  -1.6521
C  3.3695  -2.4793  3.4771
H  4.4964  0.9225  1.4466
C  4.5286  0.8629  2.5347
H  -2.1267  7.1044  3.1489
H  -3.1492  4.6443  -2.3408
C  -0.9559  5.3906  2.6362
C  -6.0851  0.6711  -2.6764
C  -1.1820  -4.0075  1.9670
C  -2.7603  -4.7496  4.1289
H  3.6479  -0.1350  4.9755
H  -4.5041  -2.7158  2.9601
H  -1.1209  6.1036  -0.9723
C  0.6499  -1.9731  -5.0192
H  7.3041  2.2853  -4.7398
H  5.3045  -0.8934  -3.0201
H  1.9118  4.5811  2.1635
H  3.5487  -3.3264  0.8770
H  -3.9308  0.5802  -7.8369
C  -0.9471  2.9578  -1.8007
N  -0.0656  -2.5755  0.2057
C  1.6801  -8.4291  2.1357
H  4.5088  -2.1138  -2.0112
H  5.1671  1.1843  -4.2565
N  1.8463  0.7189  -1.1208
H  -2.0514  6.6074  -2.3781
C  1.2200  -6.0841  2.3540
N  1.3454  -4.0730  -0.5988
H  0.3205  2.4421  3.5863
H  -3.0982  -6.5734  3.0581
H  4.3495  -2.0076  3.5173
H  1.1255  -5.2006  2.9695
C  -3.4338  -1.4765  -8.1610
H  -1.6590  3.5471  -3.7554
C  7.6651  2.8433  -2.7046
H  -2.9954  0.7783  -1.2338
C  -2.1996  -0.9214  -3.0930
C  -2.2563  -1.3718  -5.6429
H  4.0189  3.8319  -2.2267
C  0.8697  -2.7849  -0.6800
H  3.7673  1.6153  5.0361
H  -2.4368  2.0875  -3.1331
C  -0.6377  -0.5805  5.3305
C  2.3721  -4.6661  -1.4000
C  2.3894  4.4107  1.2114
N  -1.2286  -0.9561  -2.1397
H  -2.8902  0.6736  -5.6067
C  -1.7164  0.7297  3.6195
C  0.4368  -0.7479  4.4708
H  -1.6788  -5.9420  1.1643
H  -2.5858  7.0404  -0.7683
H  -0.7775  2.0359  -3.7578
H  1.5316  -1.3303  -4.9246
Sr  0.0962  -0.4368  -0.3576
H  2.8436  -1.8985  0.1188
C  2.5634  -1.9863  2.2782
C  3.5845  3.9810  -1.2491
H  0.9530  -3.0172  -4.8827
C  -0.1320  -1.3569  -2.7296
C  -1.6605  -1.3078  -4.3097
P  1.4429  -1.9220  -2.1243
H  -5.2870  -1.2637  -0.7230
H  -2.1004  5.6675  0.8976
C  0.1439  4.0129  -1.9144
H  -3.4434  1.2951  1.0111
C  3.9483  1.0028  -1.8316
C  0.6711  -4.6774  0.4246
H  3.2399  6.3724  1.1048
C  -2.6062  -5.6127  3.0564
C  -1.0795  6.8305  3.0325
C  -0.6093  -1.1457  6.7199
H  4.2762  5.9939  -1.1016
H  1.9493  -5.1325  -2.2968
C  1.1383  -7.1281  0.1903
C  -0.2733  4.4529  3.3932
C  1.5512  -7.2973  2.9258
C  -1.4947  2.6307  -3.1916
C  -1.5246  4.9498  1.4522
P  -2.3543  3.3239  -0.5944
P  1.9594  -0.2062  2.1363
C  -2.2348  -2.5508  -6.3826
H  1.6522  2.3859  1.0240
H  -5.0531  -2.7856  0.1617
H  0.2828  -0.8184  7.2525
H  1.7233  -7.3624  3.9898
H  0.4597  4.3512  -0.9310
N  -0.3484  -1.5925  -4.0617
H  5.0509  -0.0472  2.8205
H  -7.0582  1.1358  -2.6221
H  -2.5314  1.3559  3.2950
H  -5.2183  1.9141  -1.1588
H  -5.0082  4.4130  -0.7863
C  3.1290  5.4182  0.6136
C  4.3390  -1.3008  -2.7254
H  1.0078  3.5888  -2.4240
H  2.1833  0.8523  5.0787
P  -4.0386  -0.9722  1.3447
C  1.0072  -5.9868  0.9776
C  2.2511  3.1804  0.5932
C  -2.8200  -2.6009  -7.6359
C  -4.3432  0.8318  1.4281
C  3.7121  5.2062  -0.6251
C  -1.4144  3.6530  0.9568
C  5.7429  1.6129  -3.4462
C  2.8753  1.6082  -1.1991
H  7.7636  3.2482  -0.6034
H  -0.9307  -2.1445  2.9694
C  -3.4565  -0.2995  -7.4294
H  -0.6477  7.4691  2.2624
C  -1.8109  -5.2522  1.9868
H  -3.8998  -1.5197  -9.1343
H  3.8487  -1.7040  -3.6180
H  -5.2356  1.1053  0.8791
C  -2.1242  6.2484  -1.3533
C  -4.3643  5.2867  -0.7298
N  -0.6643  1.2874  1.5076
C  -0.6333  0.5858  2.7366
C  -1.7218  0.1648  4.8766
C  3.1248  0.9052  3.1310
H  0.2514  -1.8615  -6.0268
C  2.8772  2.9505  -0.6284
C  5.2600  1.5693  -2.1408
C  0.4748  -0.1613  3.2056
H  0.9553  -7.0832  -0.8749
H  -6.3025  -1.6355  0.6829
H  -1.4822  -0.8169  7.2795
C  -5.8594  -0.3537  -3.5827
C  -2.1538  -3.5061  4.1005
H  -2.5692  0.3075  5.5320
H  5.1124  1.7057  2.9006
H  -0.5658  7.0281  3.9688
H  3.5212  -3.5571  3.3859
H  -0.5266  2.0411  -1.3296
H  2.8603  -2.3012  4.4180
H  8.5883  3.3562  -2.9261
H  1.2703  -1.3274  4.8354
C  6.9405  2.2489  -3.7236
H  -2.7959  -3.5216  -8.1996
C  -0.2037  3.1460  2.9596
H  5.6273  2.1335  -0.1072
H  -0.2065  4.8593  -2.4964
H  -5.5131  -1.2865  3.2541
H  1.5824  -9.2159  0.1496
H  -6.6538  -0.6977  -4.2290
H  -0.6020  -2.2346  6.7036
N  3.5438  -0.2690  -2.1274
H  -4.8284  6.0890  -1.3020
C  -0.2242  -3.7312  0.9012
H  0.2019  4.7379  4.3225
C  -0.7769  2.6619  1.7567
C  -5.0603  1.0940  -1.8428

As for the LUMO energy: -2.24 eV. For the frontier orbital gap, the calculation gives 5.572 eV. The relative energy (zero: lowest compared OMol25 entry of this formula, charge and spin) comes out at 0.00 kcal/mol. Its net charge is +1. The calculation puts the molar mass at 1339.1 g/mol.

Here are the Löwdin charges for atoms 1 to 99, given in e: -0.09 -0.02 -0.37 0.08 -0.16 0.10 -0.03 0.08 -0.53 -0.09 0.12 0.10 -0.02 0.11 0.12 -0.02 0.07 0.06 -0.14 -0.07 -0.05 0.11 0.02 0.08 0.04 -0.16 -0.15 -0.53 -0.09 0.05 -0.11 0.08 0.09 -0.29 -0.07 -0.17 -0.08 0.07 0.04 0.05 -0.03 0.11 0.09 0.09 0.08 0.11 -0.53 -0.03 -0.07 0.09 0.12 -0.05 0.08 -0.02 -0.05 0.11 0.11 0.07 0.12 -0.07 0.08 -0.07 0.06 -0.15 -0.20 0.12 -0.54 0.08 0.04 -0.29 -0.04 -0.05 0.00 0.12 -0.04 -0.09 0.12 0.07 0.08 0.09 1.40 0.01 -0.51 -0.05 0.10 -0.49 -0.10 1.12 0.01 0.07 -0.10 0.00 -0.09 -0.10 0.11 -0.07 -0.05 -0.05 0.11